Computed, not measured: a 2-piece molecular cluster, C4H13N3O overall in a non-equilibrium geometry, with wB97M-V/def2-TZVPD.

```
21
Properties=species:S:1:pos:R:3:lowdin_charge:R:1
C 1.22 0.28 0.56 -0.53
C 2.52 1.07 0.54 -0.06
N 0.04 1.13 0.49 -0.01
N 0.97 -0.48 1.82 0.01
H 1.19 -0.45 -0.26 0.13
H 0.23 2.05 0.87 0.07
H -0.53 0.56 1.25 0.12
H 1.49 -1.35 1.82 0.07
H 1.27 0.03 2.64 0.07
H 2.57 1.65 -0.38 0.08
H 2.55 1.76 1.38 0.07
H 3.38 0.41 0.60 0.07
C -2.05 -1.49 -0.47 -0.01
C -2.15 -0.81 -1.82 -0.61
N -1.43 0.33 -1.92 0.15
O -2.80 -1.26 -2.74 0.02
H -1.48 0.84 -2.79 0.10
H -0.89 0.72 -1.15 0.04
H -2.48 -0.86 0.30 0.08
H -1.01 -1.71 -0.23 0.06
H -2.60 -2.43 -0.50 0.08
```

E_HOMO = -9.18 eV
SMILES = CC(N)=O.CC(N)N
HOMO-LUMO gap = 9.9 eV
Spin multiplicity = 1